# 1
125
Properties=species:S:1:pos:R:3:mulliken_charge:R:1 method="wB97M-V/def2-TZVPD" energy_ha=-2804.00151 charge=-1 gap_ev=1.522 largest_force_ev_per_a=6.14
Rb -10.07 3.65 -4.20 0.6287
O -9.60 -5.96 -3.99 -0.3728
O -2.39 2.59 -0.86 -0.7276
O 3.05 8.42 0.62 -0.4814
O 6.08 -4.35 4.69 -0.4967
O 8.93 9.10 3.56 -0.2929
O -11.67 -4.20 -8.77 -0.3037
O 5.86 -9.60 2.92 -0.3234
O -2.07 -2.21 -3.39 -0.7487
O 0.17 -1.08 -1.79 -0.7834
O 3.70 -2.48 3.72 -0.5120
O -4.60 1.34 -1.99 -0.6872
O -6.82 7.34 2.51 -0.4996
O -10.17 8.61 2.20 -0.5089
O 1.70 4.65 -4.42 -0.5260
O 0.81 -7.71 2.12 -0.2949
O 0.13 2.75 -6.44 -0.5107
O 8.51 5.29 2.11 -0.3656
O 0.73 7.60 2.21 -0.5088
N 9.17 6.60 4.39 -0.2977
N -11.50 -4.76 -5.84 -0.1462
N 3.32 -9.20 1.82 -0.3069
C -2.10 -1.05 -2.81 0.3999
C -7.66 8.16 1.88 -0.3157
C -13.00 -3.72 -9.18 -0.6908
C 7.44 4.82 1.24 -0.7858
C 4.13 -10.39 1.52 -0.9762
C 1.47 2.98 -6.21 -0.5222
C -10.85 -4.10 -4.68 -0.8755
C 8.07 10.21 3.26 -0.7466
C 9.41 8.96 4.89 -0.6143
C 10.13 7.58 4.95 -0.6175
C 6.62 -9.84 4.12 -0.7791
C 5.07 -2.08 3.77 -0.5815
C 1.77 4.41 -5.83 -0.3465
C 5.12 -10.75 2.58 -0.3895
C -1.04 0.76 -1.37 -0.5888
C -8.92 8.45 2.85 -0.4430
C -3.35 -0.42 -2.90 -0.6198
C 8.52 4.52 3.39 -0.5300
C 1.54 -8.31 3.21 -0.5879
C 1.97 6.99 2.43 -0.4760
C -11.53 -5.50 -8.31 -0.6464
C 9.51 5.20 4.31 -0.6654
C -0.97 -0.44 -2.02 0.4315
C -10.78 -5.36 -6.90 -0.4770
C -2.29 1.50 -1.41 0.5412
C 6.16 -3.25 3.70 -0.2217
C -0.09 -6.79 2.58 -0.8311
C 2.31 -9.57 2.85 -0.4720
C -10.52 -5.00 -3.48 -0.3994
C -8.28 -5.50 -4.10 -0.6762
C -3.53 0.80 -2.07 0.3559
C 3.18 7.93 1.90 -0.2989
H 0.03 1.81 -6.60 0.3134
H 6.22 -3.72 2.72 0.2545
H -6.05 7.22 1.95 0.3196
H -1.05 -7.20 2.88 0.2941
H -0.31 1.09 -0.64 0.3970
H 8.75 3.52 3.02 0.4089
H -7.96 -4.73 -3.40 0.3280
H 3.22 8.74 2.62 0.2838
H 8.77 11.03 3.11 0.2642
H 0.91 -8.40 4.10 0.4112
H 10.52 5.08 3.90 0.3077
H 7.39 5.55 0.43 0.2703
H 2.84 7.65 0.08 0.3158
H -9.86 -4.78 -6.99 0.2725
H -13.61 -3.66 -8.28 0.3037
H -10.34 -6.33 -6.66 0.3488
H 7.15 -2.86 3.96 0.2553
H 10.19 9.70 5.08 0.3719
H 4.58 -11.22 3.40 0.3382
H -10.06 -4.39 -2.70 0.3310
H -7.50 -6.22 -3.83 0.2686
H 1.60 -10.33 2.52 0.3463
H -11.53 -3.31 -4.35 0.3587
H 2.76 -10.07 3.71 0.3010
H 0.35 -6.02 3.21 0.3344
H 5.16 -1.27 3.04 0.4108
H 2.16 6.03 1.95 0.3495
H -7.07 9.06 1.67 0.2449
H 7.39 10.37 4.10 0.3119
H -13.42 -4.22 -10.05 0.2793
H 5.93 -9.66 4.94 0.3045
H 3.51 -11.25 1.26 0.3720
H 5.07 -1.74 4.80 0.2725
H -11.42 -5.43 -3.05 0.3477
H -0.36 -6.23 1.69 0.3035
H -12.75 -2.72 -9.54 0.2244
H -8.61 9.07 3.69 0.3365
H 1.97 6.76 3.50 0.2952
H -9.14 7.54 3.41 0.2734
H 2.41 -7.68 3.41 0.2413
H -8.12 -5.20 -5.14 0.2200
H 11.05 7.62 4.38 0.3671
H -12.43 -6.10 -8.19 0.3742
H 9.47 4.88 5.35 0.3648
H 8.76 6.84 3.50 0.3249
H 5.81 -11.55 2.29 0.4737
H 7.52 4.66 3.81 0.3201
H -10.84 -6.07 -8.94 0.3504
H 0.10 7.01 1.79 0.3148
H -12.30 -5.26 -5.47 0.2238
H 8.57 9.17 5.55 0.4217
H 1.86 2.71 -7.20 0.3549
H 1.19 5.23 -6.26 0.2628
H 7.33 -9.01 4.19 0.2481
H -9.93 -3.63 -5.01 0.3566
H 1.93 2.35 -5.46 0.3657
H 3.47 -2.52 2.79 0.3180
H 10.27 7.44 6.02 0.2978
H -8.02 7.81 0.92 0.2876
H 7.73 3.86 0.82 0.3222
H 1.04 4.07 -4.05 0.3323
H 2.77 4.63 -6.21 0.2664
H 5.21 -4.21 5.06 0.2996
H 4.11 7.37 2.05 0.2058
H -4.20 -0.82 -3.43 0.4118
H 6.52 4.45 1.70 0.3116
H 4.57 -10.26 0.53 0.3712
H -10.44 9.49 2.46 0.3049
H 7.04 -10.84 4.20 0.3187
H 3.94 -8.48 2.19 0.3039
H 7.37 10.01 2.45 0.2508

# 2
115
Properties=species:S:1:pos:R:3:mulliken_charge:R:1 method="wB97M-V/def2-TZVPD" energy_ha=-2937.60065 charge=+1 gap_ev="6.484 / 7.851" multiplicity=3 largest_force_ev_per_a=0.33
S 1.53 -5.56 -9.52 1.3534
P -2.49 -3.85 -7.07 0.1430
P -1.33 -3.83 -5.15 0.4566
O 1.07 -6.79 -10.08 -0.5880
O 0.70 1.73 0.02 -0.4754
O 2.95 -5.85 -8.84 -0.4953
O 1.69 -4.39 -10.31 -0.5959
O -0.46 2.05 6.44 -0.3193
N -3.45 -0.20 -3.66 -0.7051
N -2.13 -2.82 -8.16 -0.6113
N 0.24 2.40 1.01 0.4153
N -0.58 2.07 7.72 0.2114
C 1.77 4.26 1.46 -1.3268
C 0.35 0.25 2.17 -1.8554
C 1.57 1.46 8.71 -1.2239
C -0.57 -5.44 -4.82 -1.0110
C 0.03 -1.05 -3.26 0.0592
C -3.41 -1.28 -4.63 0.3756
C -0.04 -2.58 -5.33 -0.4815
C 1.82 0.83 -2.95 -0.4534
C 0.40 1.76 2.36 1.8730
C -3.66 -2.63 -3.95 -1.4333
C -1.46 3.51 9.58 -1.6925
C -0.58 0.59 9.75 -1.7396
C -0.71 2.16 3.33 -1.4486
C 0.40 3.90 0.87 1.7015
C 0.64 -5.88 -5.66 -0.8124
C -0.62 3.46 8.31 1.6929
C 0.84 3.87 8.59 -1.1768
C 0.35 4.24 -0.61 -1.9236
C 1.66 0.91 -5.53 -1.1109
C 2.51 0.60 -4.30 -0.6069
C -0.73 4.66 1.57 -1.6373
C 0.66 -2.24 -4.00 -0.8746
C 0.34 -6.29 -7.10 -0.9617
C 1.78 2.18 2.89 -1.2555
C -2.46 -3.56 -3.75 -0.5079
C 0.13 0.97 8.45 1.8258
C 0.99 -0.30 -2.33 -1.1825
C 1.62 2.83 9.38 -0.4724
C 0.48 -5.16 -8.14 -0.4876
C 2.00 3.69 2.86 -0.1823
C 0.15 -0.25 7.54 -1.8655
C -1.25 4.39 7.28 -1.7062
H 1.08 -6.72 -5.12 0.4603
H 0.66 -1.06 8.06 0.4678
H 0.40 5.32 -0.72 0.4386
H -1.82 -3.25 -2.92 0.5805
H -1.00 3.03 10.44 0.2837
H 2.58 1.09 -2.21 0.3673
H 2.66 3.15 9.45 0.3810
H 0.66 -2.98 -6.06 0.0361
H -0.48 -1.69 -5.77 0.4760
H -0.76 1.42 4.12 0.4447
H 2.54 3.87 0.78 0.3150
H 1.35 4.19 3.58 0.0838
H -0.40 -0.36 -3.99 0.2575
H -2.36 -5.22 -7.38 0.1274
H -1.34 5.38 7.73 0.4321
H 0.72 0.35 -5.54 0.1648
H 2.93 -5.90 -7.88 0.3613
H 0.68 -3.11 -3.33 0.5716
H 2.20 0.68 -6.45 0.3690
H -0.61 -0.05 1.75 0.4074
H -0.46 -4.92 -8.64 0.2682
H -0.53 3.11 3.83 -0.0923
H 3.02 3.91 3.17 0.4199
H -0.29 -0.43 10.01 0.4801
H 3.40 1.23 -4.34 0.3870
H -0.67 4.63 2.65 0.2823
H -2.81 -4.56 -3.51 0.4983
H 1.33 4.04 7.62 0.2952
H 2.08 0.71 9.31 0.3665
H -3.13 0.69 -4.05 0.2846
H 1.65 -1.02 -1.84 0.2702
H 2.08 1.51 7.75 0.3179
H -0.86 -0.57 7.30 0.4640
H -4.08 -2.43 -2.96 0.5106
H -1.39 -2.15 -8.04 0.3144
H 0.67 -0.05 6.61 0.2374
H -0.66 -6.71 -7.17 0.4662
H 2.55 1.70 2.28 0.3859
H 1.18 3.79 -1.15 0.2957
H 0.82 4.83 9.12 0.3964
H 0.87 -4.23 -7.73 0.1099
H -4.20 -1.10 -5.36 0.3524
H -0.32 1.22 10.59 0.2982
H 1.71 -2.04 -4.22 0.2620
H -1.70 4.27 1.27 0.3612
H -2.44 3.06 9.41 0.3588
H -0.64 4.46 6.38 0.1318
H -3.80 -3.86 -6.56 0.0952
H 0.40 0.14 -1.53 0.2412
H 1.25 2.77 10.41 0.3082
H 1.40 1.96 -5.56 0.3523
H -1.68 2.21 2.84 0.3033
H 1.14 -0.10 1.51 0.3365
H 1.86 5.35 1.47 0.4377
H -0.67 5.70 1.27 0.4629
H 2.90 -0.43 -4.36 0.2584
H -2.47 -1.31 -5.21 -0.0465
H 1.18 1.72 -3.02 0.2565
H -1.62 4.56 9.84 0.4467
H -2.87 -0.39 -2.85 0.1846
H -1.66 0.60 9.62 0.3347
H -0.58 3.89 -1.06 0.4588
H -0.82 -1.41 -2.67 0.2669
H 0.46 -0.22 3.15 0.4262
H 1.40 -5.09 -5.63 0.4387
H -1.37 -6.18 -4.90 0.5333
H 1.00 -7.12 -7.38 0.5212
H -4.44 -3.18 -4.48 0.3906
H -0.29 -5.39 -3.77 0.6013
H -2.24 4.04 7.00 0.4692
H 1.88 1.80 3.91 0.2862

# 3
109
Properties=species:S:1:pos:R:3:mulliken_charge:R:1 method="wB97M-V/def2-TZVPD" energy_ha=-4054.52522 charge=+3 gap_ev=5.464 largest_force_ev_per_a=2.82
Br -0.46 -1.69 -1.58 -0.9804
N 1.24 -0.71 4.61 0.3081
N -6.80 -2.41 5.48 0.1545
N -1.52 1.63 -7.39 0.3430
N 7.58 1.42 -4.27 0.2286
C -5.59 -2.33 3.24 -0.4717
C 9.14 1.52 -3.90 -0.6350
C -1.55 -0.83 -7.93 -0.6571
C -1.17 2.35 4.12 -1.4411
C 1.86 -2.07 6.50 -0.6049
C -5.87 -3.23 4.51 -0.5695
C -8.26 -2.95 5.26 -0.9603
C -6.02 -1.66 9.25 -1.2520
C 5.35 -1.75 -4.09 -1.3359
C -2.38 1.94 -6.11 -1.0417
C -6.30 -2.61 6.94 -1.0460
C 2.47 -0.41 3.67 -1.1071
C -6.98 -1.71 8.00 -0.2107
C -0.02 0.14 4.29 -1.1712
C 0.89 -2.25 4.42 -0.6782
C 7.30 1.75 -5.80 -0.9371
C -6.38 -1.08 3.49 -0.7574
C 9.20 1.79 -2.37 -0.5332
C 7.21 -0.02 -3.98 -0.7480
C -0.11 -0.26 -7.90 -0.5827
C 0.78 -2.88 5.74 -0.4685
C 7.87 2.47 -2.01 -0.5837
C 0.15 1.67 4.34 -0.1052
C -2.61 3.54 -4.01 -1.3189
C 1.59 -0.61 6.08 -0.7004
C 5.72 -0.23 -4.04 -0.3054
C -6.63 -0.95 5.02 -0.8332
C -2.38 0.46 -8.09 -0.4747
C -1.38 2.90 -8.27 -1.0997
C 7.01 2.47 -3.28 -0.6787
C -1.76 3.13 -5.26 -0.2554
C -0.12 1.02 -7.05 -0.6343
H 9.23 0.83 -1.85 0.2961
H -5.78 -0.24 3.16 0.4091
H 2.84 0.56 3.98 0.3796
H -6.27 -2.50 9.90 0.3394
H -5.84 -0.51 5.63 0.4808
H -1.93 2.31 4.90 0.3602
H -3.62 3.93 -4.17 0.3553
H -7.08 -0.69 7.61 0.2997
H -1.73 -1.59 -8.68 0.3767
H -5.21 -2.50 6.99 0.5140
H 8.03 1.21 -6.40 0.3811
H -2.34 0.77 -9.13 0.3555
H 0.06 -2.39 3.73 0.4070
H -6.04 -2.81 2.37 0.2834
H -6.40 -4.11 4.16 0.3073
H -8.76 -2.12 5.76 0.3915
H 0.69 1.72 -7.28 0.3171
H 2.45 0.05 6.22 0.3205
H 3.32 -1.08 3.82 0.4181
H -0.89 3.39 3.97 0.3923
H 5.20 0.25 -3.21 0.3373
H -2.82 2.64 -3.44 0.3494
H -2.50 1.05 -5.49 0.4620
H -8.59 -2.92 4.22 0.3784
H -6.45 -3.66 7.20 0.4884
H 5.95 2.25 -3.22 0.4368
H 4.27 -1.91 -4.16 0.3926
H -4.97 -1.66 8.95 0.3399
H 5.72 -2.11 -3.13 0.3368
H -0.83 2.66 -9.18 0.4155
H -1.61 2.07 3.16 0.3849
H -6.18 -0.78 9.88 0.3724
H 5.35 0.25 -4.95 0.2523
H 0.47 1.90 5.36 0.3229
H -2.36 3.38 -8.31 0.3255
H -3.39 0.36 -7.70 0.3102
H 2.13 -0.52 2.64 0.4217
H -1.34 3.96 -5.83 0.3213
H 8.03 3.45 -1.55 0.3843
H -0.27 -2.78 6.01 0.3072
H -0.85 2.66 -4.87 0.3230
H 0.25 0.07 -8.87 0.3276
H 1.08 -3.92 5.62 0.3552
H -8.19 -3.94 5.71 0.3919
H 1.72 -2.65 3.84 0.3408
H -7.34 -1.00 2.98 0.3880
H -7.96 -2.10 8.26 0.3676
H 9.65 2.38 -4.35 0.4067
H -7.51 -0.42 5.36 0.4591
H 0.83 2.05 3.58 0.3396
H 0.82 -0.11 6.67 0.4560
H 7.37 2.00 -1.16 0.2868
H 6.27 1.58 -6.11 0.3300
H -1.83 -1.39 -7.04 0.3547
H -3.38 2.19 -6.47 0.5317
H 7.11 3.44 -3.78 0.3994
H -2.00 4.18 -3.37 0.3532
H 10.04 2.42 -2.08 0.3558
H -4.51 -2.25 3.09 0.3175
H 7.53 2.80 -5.99 0.4096
H -0.31 -0.11 3.27 0.6350
H -5.01 -3.56 5.09 0.4173
H -0.21 0.75 -6.00 0.4231
H 9.74 0.65 -4.15 0.3296
H 0.50 -0.93 -7.29 0.3817
H -0.66 3.53 -7.73 0.4304
H 7.75 -0.67 -4.66 0.4314
H 7.60 -0.30 -3.00 0.4123
H 2.84 -2.43 6.17 0.3376
H 5.92 -2.18 -4.91 0.3486
H -0.78 -0.20 4.99 0.3999
H 1.84 -2.18 7.58 0.3797

# 4
107
Properties=species:S:1:pos:R:3:mulliken_charge:R:1 method="wB97M-V/def2-TZVPD" energy_ha=-2044.70466 charge=+1 gap_ev=7.645 largest_force_ev_per_a=3.25
P -1.13 -1.21 4.29 0.9425
P 1.13 0.54 -4.34 0.4662
F 1.15 -0.18 0.04 -0.9236
C -0.65 0.08 -3.91 -1.2884
C 1.85 -2.19 -4.79 -0.5372
C 0.85 1.31 -9.12 -1.1565
C -6.22 0.61 4.06 -1.3433
C 0.46 -4.66 2.44 -0.9059
C 3.46 3.73 -3.31 -0.6626
C -1.08 -2.60 3.11 -0.9095
C 2.91 2.68 -4.21 -0.5292
C 1.14 -4.04 1.25 -1.1519
C -0.77 -0.73 9.32 -1.4938
C -2.30 0.08 3.81 -1.2036
C 0.57 -0.59 4.65 -1.0856
C 0.97 2.48 -8.11 -0.7036
C 2.27 -0.93 -4.03 -1.1032
C -3.78 -0.38 3.81 -0.8056
C 0.88 3.32 5.21 -1.3737
C -2.16 2.10 -3.99 0.1212
C 1.63 2.16 -3.57 -1.0672
C -4.76 0.91 3.62 -0.4278
C 0.70 0.74 5.44 -0.9556
C -1.53 1.06 -3.12 -0.8801
C 0.49 2.11 -6.71 -0.8598
C -0.74 -1.62 8.11 -0.3756
C 0.73 1.93 4.51 -0.2516
C 3.01 -3.28 -4.65 -0.4771
C 4.20 3.13 -2.11 -1.1585
C -1.72 -2.06 5.82 -1.4362
C -1.91 -1.35 7.12 -0.7644
C 2.54 -4.64 -5.15 -1.3025
C 1.24 0.84 -6.17 -1.4224
C -2.74 3.30 -3.21 -1.4317
C 0.02 -3.68 3.53 -0.4475
H 2.00 2.81 -7.97 0.2914
H -1.11 -0.43 -4.76 0.6221
H -2.27 0.46 -2.60 0.5564
H -6.96 1.38 3.87 0.4007
H 1.70 -4.95 -4.53 0.3410
H 1.61 -4.73 0.55 0.4059
H -0.19 0.98 -9.15 0.3158
H 3.17 -0.62 -4.56 0.4692
H -2.96 1.66 -4.60 0.4113
H -0.49 -0.78 -3.27 0.6278
H 1.33 3.21 6.20 0.3403
H -3.48 2.98 -2.48 0.3421
H -2.07 -3.04 3.03 0.5942
H 1.36 4.15 4.69 0.3432
H 0.56 2.93 -6.00 0.4434
H 1.44 0.43 -8.89 0.3063
H -4.14 -1.02 3.01 0.3638
H 5.29 3.16 -2.09 0.3460
H -3.89 -0.80 4.81 0.3205
H 4.04 2.05 -2.07 0.3069
H 0.93 -2.53 -4.32 0.3472
H -0.58 1.89 -6.71 0.4916
H -0.88 -2.07 2.18 0.5986
H 3.39 -5.29 -4.93 0.3914
H 0.85 2.92 -3.61 0.6389
H 4.14 4.31 -3.92 0.4059
H 1.73 1.95 -2.51 0.9848
H 3.84 -3.07 -5.32 0.3390
H -2.07 1.00 4.35 0.6013
H 3.56 1.86 -4.51 0.5218
H 3.77 3.52 -1.19 0.2892
H -0.90 1.56 -2.38 0.2588
H 2.27 -4.68 -6.21 0.3185
H -3.13 4.09 -3.85 0.3917
H 0.13 0.97 6.34 0.2757
H -1.90 3.75 -2.68 0.3086
H -0.33 -4.27 4.38 0.2862
H 0.79 -0.05 -6.62 0.7412
H -4.82 1.12 2.55 0.3275
H -2.63 -2.62 5.57 0.6873
H -0.05 3.69 5.66 0.3705
H -0.64 0.32 9.09 0.3145
H 1.68 0.71 5.92 0.5666
H -0.71 -2.68 8.33 0.4864
H 1.96 -3.43 1.65 0.2676
H -1.00 -2.85 6.01 0.6083
H -2.01 0.39 2.80 0.7308
H 1.53 1.84 3.77 0.4322
H 0.25 -1.34 7.75 0.1791
H -1.36 2.44 -4.64 -0.1029
H -4.52 1.85 4.12 0.3659
H -6.56 -0.38 3.73 0.3292
H -6.29 0.53 5.15 0.3283
H 1.01 1.73 -10.11 0.3901
H 1.08 -5.48 2.78 0.4013
H 2.71 3.21 -5.14 -0.0161
H 1.55 -2.01 -5.82 0.2853
H 1.14 -0.59 3.72 0.7614
H 0.95 -3.25 3.90 0.3337
H 0.88 -1.43 5.26 0.5902
H -0.22 1.89 3.97 0.0540
H -0.39 -5.22 2.06 0.3894
H -2.03 -0.27 7.08 0.3369
H 2.58 -1.08 -2.99 0.7356
H 3.42 -3.19 -3.65 0.4544
H -0.02 -1.04 10.05 0.3995
H -1.71 -0.81 9.85 0.3595
H 2.68 4.36 -2.88 0.2866
H 2.25 0.82 -6.58 0.6972
H 0.39 -3.48 0.71 0.2881
H 0.42 3.31 -8.55 0.4087
H -2.79 -1.76 7.62 0.5196